DFT (ωB97M-V/def2-TZVPD) results for a structure of composition C26H19N2O4PPdSe2 in a non-equilibrium geometry.

Structure (XYZ):
```
55
Properties=species:S:1:pos:R:3:lowdin_spin:R:1
Pd 0.39 0.19 0.18 1.309
Se -1.31 -0.87 -1.38 0.211
P 0.75 -1.16 -2.05 0.014
Se 2.01 0.59 -1.71 0.190
C 1.48 -2.62 -1.21 0.002
C 1.26 -3.88 -1.74 -0.001
C 1.75 -5.00 -1.09 0.003
C 2.45 -4.87 0.10 0.000
C 2.67 -3.61 0.63 0.003
C 2.19 -2.48 -0.02 0.007
C 0.83 -1.60 -3.82 0.001
C 2.08 -1.85 -4.38 0.003
C 2.18 -2.13 -5.73 0.000
C 1.04 -2.15 -6.52 0.000
C -0.20 -1.90 -5.96 0.001
C -0.31 -1.63 -4.60 0.004
H 0.71 -3.99 -2.67 0.000
H 1.58 -5.99 -1.51 0.000
H 2.82 -5.74 0.61 0.000
H 3.21 -3.49 1.56 0.000
H 2.42 -1.50 0.39 0.003
H 2.97 -1.82 -3.75 0.002
H 3.15 -2.33 -6.17 0.000
H 1.12 -2.36 -7.58 0.000
H -1.09 -1.92 -6.58 0.000
H -1.27 -1.43 -4.15 0.004
N -0.14 2.48 0.27 0.052
C -0.83 3.19 -0.32 0.014
C -1.68 4.07 -1.04 0.002
C -2.52 3.56 -2.03 0.000
C -3.36 4.41 -2.72 0.000
C -3.38 5.77 -2.42 0.000
C -2.54 6.28 -1.44 0.000
C -1.69 5.44 -0.74 0.000
H -2.49 2.50 -2.26 0.001
H -4.01 4.02 -3.49 0.000
H -4.05 6.43 -2.95 0.000
H -2.56 7.34 -1.21 0.000
H -1.03 5.82 0.02 0.000
O 1.18 0.00 2.26 0.082
C 0.01 0.05 2.75 0.011
O -1.01 0.03 2.02 0.076
C -0.14 0.16 4.24 0.004
C -1.42 0.22 4.79 0.001
C -1.57 0.32 6.16 0.000
C -0.43 0.37 6.96 0.000
C 0.84 0.32 6.42 0.000
C 0.98 0.21 5.05 0.001
N -0.59 0.47 8.41 0.000
O -1.72 0.50 8.86 0.000
O 0.42 0.53 9.09 0.000
H -2.27 0.18 4.14 0.000
H -2.54 0.36 6.62 0.000
H 1.70 0.37 7.08 0.000
H 1.96 0.17 4.59 0.000
```

2S+1: 3
expectation value of S²: 2.01
largest force on an atom: 2.0 eV Å⁻¹
E: -6684.7010 hartree
LUMO (spin up / spin down): -0.40 / -1.95 eV
Kohn-Sham gap (spin up / spin down): 0.276 / 0.233 hartree